53
Properties=species:S:1:pos:R:3 method="wB97M-V/def2-TZVPD" homo_ev=-9.9 charge=+1 lumo_ev=-2.861 homo_lumo_gap_ev=7.0 mol_weight_g_mol=720.4
Au 0.22529 -0.74092 -0.84138
F -2.68975 5.70477 -2.37008
C -1.98813 4.72189 -1.81392
C -1.90891 3.48861 -2.42090
F -2.54672 3.27255 -3.57511
C -1.17912 2.46993 -1.83514
F -1.17391 1.29829 -2.50020
C -0.49833 2.62112 -0.63140
S 0.46941 1.39980 0.19513
C -0.60926 3.88629 -0.04847
F -0.00037 4.12644 1.11586
C -1.33192 4.91736 -0.61388
F -1.40769 6.09926 -0.00733
C 2.91429 -0.67233 1.89357
N 3.47768 -1.11879 0.62777
C 2.94437 -2.03020 -0.19850
Se 1.32529 -2.95772 -0.02966
N 3.77823 -2.15232 -1.24619
C 4.86527 -1.28840 -1.11467
C 5.95253 -1.01770 -1.92920
C 6.83831 -0.05452 -1.48062
C 6.64083 0.61367 -0.26604
C 5.54984 0.34202 0.53910
C 4.66815 -0.62554 0.08421
H 1.95633 -1.16217 2.03396
H 2.76563 0.40598 1.86650
H 3.58496 -0.93698 2.70915
H 3.60324 -2.79947 -1.99512
H 6.09844 -1.52794 -2.87185
H 7.70018 0.19296 -2.08561
H 7.35668 1.36184 0.04811
H 5.39042 0.86603 1.47282
C -4.31097 -2.56608 0.24226
C -2.94852 -2.28149 -0.44616
N -2.28838 -1.14470 0.19350
C -3.11505 0.05711 0.07795
C -4.47206 -0.15765 0.79854
N -4.46524 -1.56023 1.35425
C -3.34558 -1.71283 2.35297
C -2.01769 -1.43193 1.60115
H -4.35912 -3.55575 0.68919
H -5.15680 -2.44292 -0.42891
H -3.09599 -2.05392 -1.49953
H -2.29493 -3.14861 -0.37774
H -3.26971 0.27661 -0.97471
H -2.56902 0.89007 0.51819
H -5.32410 -0.07401 0.12860
H -4.61544 0.52147 1.63515
H -5.34969 -1.72901 1.82532
H -3.39861 -2.72315 2.75169
H -3.53025 -1.00710 3.15900
H -1.34660 -2.28587 1.66273
H -1.49751 -0.57383 2.02566